[1]
{
  "formula": "C5H8N",
  "method": "ωB97M-V/def2-TZVPD",
  "elements": ["C", "C", "C", "C", "C", "N", "H", "H", "H", "H", "H", "H", "H", "H"],
  "positions_angstrom": [[0.24403, -0.75459, -0.15087], [-0.39453, 0.58881, -0.06090], [1.98178, -2.44736, 0.29566], [1.64838, -1.34503, -0.37013], [-1.86039, 2.68816, 0.15500], [-1.06669, 1.54473, -0.05631], [-0.33023, -1.11585, -1.03730], [-0.26379, -1.30492, 0.65614], [2.86056, -3.06792, 0.16937], [1.27676, -2.70189, 0.98171], [2.23932, -0.77139, -1.16267], [-1.40535, 3.57373, -0.30067], [-2.79884, 2.45915, -0.41077], [-2.13102, 2.65436, 1.29176]],
  "atomic_forces_ev_per_a": [[-1.94, -1.04, -0.60], [-0.41, 2.12, -0.08], [1.04, 1.57, -1.96], [1.12, 2.20, -1.00], [-2.31, -0.44, 1.04], [3.13, -3.52, 0.07], [0.16, 0.11, 0.21], [0.20, 0.19, 0.09], [-0.02, 0.35, -0.16], [-1.64, -1.36, 2.13], [-0.63, -1.29, 1.21], [0.06, -0.14, 0.67], [0.56, 0.48, 0.52], [0.67, 0.77, -2.13]],
  "fmax_ev_per_a": 4.710,
  "charge": 1,
  "mol_weight_g_mol": 82.13,
  "spin_multiplicity": 1,
  "homo_ha": -0.5241,
  "homo_lumo_gap_ev": 10.4,
  "de_lowest_kcal_mol": 65.7,
  "smiles": "C=CCC#[N+]C"
}



[2]
{
  "formula": "C5H8N",
  "method": "ωB97M-V/def2-TZVPD",
  "elements": ["C", "C", "C", "C", "C", "N", "H", "H", "H", "H", "H", "H", "H", "H"],
  "positions_angstrom": [[-0.45818, -0.14150, 0.23013], [-0.65642, -0.61750, -0.96883], [-0.83044, 0.60301, 1.40306], [0.56543, 0.14278, 1.24685], [0.32393, -1.38616, -1.78081], [0.26281, 1.62027, 1.17827], [-1.65232, -0.51513, -1.30812], [-1.67213, 0.85360, 2.00198], [1.35968, -0.16299, 2.09162], [-0.14218, -2.17188, -2.54596], [1.05460, -1.80494, -1.25625], [0.78272, -0.63851, -2.42183], [0.35351, 2.04050, 0.27279], [0.70899, 2.17844, 1.85709]],
  "atomic_forces_ev_per_a": [[2.20, 2.26, 10.55], [-1.62, -4.12, -8.73], [-0.22, -0.28, -2.26], [1.26, -0.31, 1.88], [-4.22, 0.79, -3.35], [1.03, 0.45, -0.68], [-0.81, 0.00, -0.71], [-0.29, -0.31, 0.81], [-1.90, 0.26, -2.34], [0.74, 1.73, 1.84], [3.12, -1.91, 2.42], [0.50, 0.15, -0.58], [-0.10, 0.26, -0.68], [0.30, 1.00, 1.81]],
  "fmax_ev_per_a": 11.013,
  "charge": 1,
  "mol_weight_g_mol": 82.13,
  "spin_multiplicity": 3,
  "homo_ha": [-0.3610, -0.6060],
  "homo_lumo_gap_ev": [6.7, 9.3],
  "de_lowest_kcal_mol": 127.4,
  "s_squared": 2.006
}



[3]
{
  "formula": "C5H8N",
  "method": "ωB97M-V/def2-TZVPD",
  "elements": ["C", "C", "C", "C", "C", "N", "H", "H", "H", "H", "H", "H", "H", "H"],
  "positions_angstrom": [[2.68406, 0.17320, 0.04519], [1.97686, -0.94735, -0.03944], [1.40822, 1.05264, -0.16580], [-3.24554, 0.10221, 0.10171], [-0.53583, -0.53747, -0.20035], [0.69353, -0.25069, -0.11442], [3.65903, 0.59437, 0.40409], [1.86977, -1.97354, 0.21873], [1.12701, 1.60525, 0.74565], [1.24249, 1.59713, -0.98281], [-3.29281, 0.20429, 1.17619], [-3.52077, 0.85174, -0.77941], [-3.07532, -0.86455, -0.38957], [-0.99069, -1.60723, -0.01976]],
  "atomic_forces_ev_per_a": [[0.10, 2.12, 0.31], [-1.06, 0.11, 1.19], [1.40, -2.00, 4.66], [-0.89, 0.75, -3.21], [1.52, -2.43, 0.77], [-1.92, -0.13, -1.52], [-0.81, -1.19, -0.89], [1.03, -0.78, -0.15], [0.22, 0.00, -0.39], [-0.44, 1.96, -3.52], [-0.18, 0.32, -0.23], [0.51, -1.13, 2.77], [-0.14, 0.16, 0.78], [0.65, 2.24, -0.57]],
  "fmax_ev_per_a": 5.264,
  "charge": 1,
  "mol_weight_g_mol": 82.13,
  "spin_multiplicity": 3,
  "homo_ha": [-0.4475, -0.5739],
  "homo_lumo_gap_ev": [6.9, 8.5],
  "de_lowest_kcal_mol": 113.5,
  "s_squared": 2.020
}



[4]
{
  "formula": "C5H8N",
  "method": "ωB97M-V/def2-TZVPD",
  "elements": ["C", "C", "C", "C", "C", "N", "H", "H", "H", "H", "H", "H", "H", "H"],
  "positions_angstrom": [[1.89833, -0.13011, -0.61393], [1.49796, 0.91209, -1.45741], [0.77447, -0.80538, 0.19008], [0.02570, 0.97984, -0.81625], [-1.68283, 0.01933, 0.76537], [-0.39368, 0.09962, 0.13911], [2.90799, -0.66526, -0.59054], [0.42053, -1.62059, -0.34047], [0.82167, -1.01168, 1.27980], [1.98511, 1.40775, -2.24817], [-0.47046, 1.90154, -1.20208], [-2.43107, -0.74044, 0.36540], [-1.32921, -0.19974, 1.81681], [-2.06529, 0.99594, 0.61872]],
  "atomic_forces_ev_per_a": [[3.76, -4.57, 2.65], [-7.36, -0.61, 4.03], [-0.39, 0.79, 1.80], [1.59, 4.10, -3.96], [0.82, -1.21, 1.07], [3.36, 2.17, -4.36], [-1.51, 1.05, -0.05], [-0.12, -2.53, -0.79], [1.24, -0.40, -0.69], [0.13, 0.73, -0.73], [-0.59, -1.22, 0.90], [1.37, 0.61, 0.35], [-1.44, 0.22, -0.68], [-0.85, 0.86, 0.45]],
  "fmax_ev_per_a": 8.416,
  "charge": 1,
  "mol_weight_g_mol": 82.13,
  "spin_multiplicity": 3,
  "homo_ha": [-0.4251, -0.5836],
  "homo_lumo_gap_ev": [7.6, 7.6],
  "de_lowest_kcal_mol": 65.8,
  "s_squared": 2.016
}



[5]
{
  "formula": "C5H8N",
  "method": "ωB97M-V/def2-TZVPD",
  "elements": ["C", "C", "C", "C", "C", "N", "H", "H", "H", "H", "H", "H", "H", "H"],
  "positions_angstrom": [[0.98824, -0.17801, -1.03565], [-0.51057, -0.70391, 0.15967], [-1.52076, -0.77731, 1.05050], [0.31902, -1.50781, -0.79826], [0.34704, 1.86244, 0.28314], [0.25495, 0.44744, -0.19879], [1.81156, 0.25232, -1.67585], [-1.84327, 0.04162, 1.79225], [-1.91579, -1.69696, 1.45372], [-0.05620, -2.02979, -1.75351], [0.96239, -2.29139, -0.47173], [-0.65207, 2.22531, 0.60679], [0.63896, 2.45322, -0.51815], [1.17652, 1.90283, 1.10585]],
  "atomic_forces_ev_per_a": [[4.97, -2.04, -4.93], [4.66, 3.47, -3.65], [-4.45, 0.56, 5.45], [0.06, -0.61, -2.72], [0.07, -1.67, 2.54], [-4.90, 0.99, 4.98], [-1.21, -0.75, 0.86], [0.85, -0.81, -1.78], [0.15, -0.47, -0.58], [-0.44, 1.21, 1.44], [0.54, -0.40, 1.22], [0.81, -0.45, 0.12], [0.68, 0.98, -1.60], [-1.78, -0.01, -1.36]],
  "fmax_ev_per_a": 7.292,
  "charge": 1,
  "mol_weight_g_mol": 82.13,
  "spin_multiplicity": 3,
  "homo_ha": [-0.4145, -0.6126],
  "homo_lumo_gap_ev": [7.4, 8.7],
  "de_lowest_kcal_mol": 59.6,
  "s_squared": 2.009
}



[6]
{
  "formula": "C5H8N2",
  "method": "ωB97M-V/def2-TZVPD",
  "elements": ["C", "C", "C", "C", "N", "C", "N", "H", "H", "H", "H", "H", "H", "H", "H"],
  "positions_angstrom": [[-2.34969, 0.41262, -0.37167], [-0.95850, -0.07464, 0.02547], [0.18551, 0.44844, -0.59268], [1.34312, 0.00892, 0.05850], [2.75035, 0.19014, -0.14960], [1.21270, -0.77853, 1.17330], [-0.69466, -0.95489, 0.98610], [-2.53278, 1.42555, 0.01596], [-2.40726, 0.47684, -1.46799], [-3.16728, -0.23523, -0.02701], [0.14018, 1.14549, -1.41454], [3.12332, -0.23362, -0.98749], [3.11149, 1.10141, 0.09144], [1.81277, -1.70490, 1.18186], [-1.56928, -1.22759, 1.47834]],
  "atomic_forces_ev_per_a": [[0.20, -0.14, 0.10], [0.51, 0.31, -0.32], [0.16, 0.20, -0.01], [0.16, -0.23, 0.47], [-0.18, 0.13, -0.29], [-3.21, -0.84, -0.53], [1.15, 0.28, -0.24], [0.11, -0.30, -0.02], [0.04, -0.06, 0.33], [0.33, 0.07, -0.02], [0.12, 0.04, -0.01], [-0.08, 0.45, -0.02], [-0.03, -0.12, -0.34], [-0.81, 0.28, 0.63], [1.52, -0.06, 0.25]],
  "fmax_ev_per_a": 3.363,
  "charge": 0,
  "mol_weight_g_mol": 96.13,
  "spin_multiplicity": 1,
  "homo_ha": -0.2868,
  "homo_lumo_gap_ev": 8.9,
  "de_lowest_kcal_mol": 73.5
}



[7]
{
  "formula": "C5H8N2",
  "method": "ωB97M-V/def2-TZVPD",
  "elements": ["C", "C", "C", "C", "C", "N", "N", "H", "H", "H", "H", "H", "H", "H", "H"],
  "positions_angstrom": [[-1.95092, -0.04490, -0.09179], [-1.39971, 1.26620, 0.00486], [-1.23662, -1.15008, -0.09837], [0.13615, 1.34758, 0.11851], [0.25199, -1.21300, 0.09099], [0.72877, 0.16655, -0.05243], [2.15270, 0.06827, -0.17868], [-2.99844, -0.25149, 0.00596], [-1.73226, 2.23165, -0.21694], [-1.78967, -2.08647, -0.26206], [0.68778, 2.25802, 0.15314], [0.44296, -1.53094, 1.18593], [0.78186, -1.74639, -0.65847], [2.50516, -0.14643, 0.78784], [2.46711, 0.95940, -0.51879]],
  "atomic_forces_ev_per_a": [[-0.51, 1.14, 0.36], [6.62, 0.55, 1.06], [0.52, -2.23, -0.53], [-7.10, -2.40, -1.07], [-1.95, 1.91, 1.88], [2.88, -0.63, -0.17], [-0.51, -0.22, 1.35], [-0.65, 0.58, -0.58], [-1.55, 0.91, 0.09], [0.49, 0.26, 0.38], [0.40, 0.35, -0.07], [0.32, -0.15, -1.46], [0.47, -0.96, -0.21], [0.05, 0.57, -1.18], [0.52, 0.31, 0.16]],
  "fmax_ev_per_a": 7.573,
  "charge": 0,
  "mol_weight_g_mol": 96.13,
  "spin_multiplicity": 1,
  "homo_ha": -0.2448,
  "homo_lumo_gap_ev": 7.5,
  "de_lowest_kcal_mol": 84.0,
  "smiles": "NN1C=CC=CC1"
}



[8]
{
  "formula": "C5H8N2",
  "method": "ωB97M-V/def2-TZVPD",
  "elements": ["C", "C", "C", "C", "C", "H", "H", "H", "H", "H", "H", "H", "H", "N", "N"],
  "positions_angstrom": [[-1.03755, 1.70951, -0.51050], [-0.36388, 0.62392, 0.28332], [0.17545, -0.41545, 2.16366], [0.31426, -0.52922, -0.04124], [0.56065, -0.91786, -1.44304], [-0.54158, 1.58842, -1.62698], [-0.66879, 2.68021, -0.14105], [-2.18167, 1.55321, -0.46247], [0.36015, -0.50874, 3.28382], [0.94731, -2.19937, 1.05483], [0.04654, -0.23048, -2.06442], [0.38904, -2.03805, -1.72909], [1.67829, -0.82677, -1.59711], [-0.28256, 0.71730, 1.70698], [0.60433, -1.20662, 1.12329]],
  "atomic_forces_ev_per_a": [[1.12, -1.16, -2.17], [1.30, -0.47, 2.78], [0.75, 1.07, 1.03], [-2.04, 0.93, -0.55], [2.58, -3.06, 0.21], [-1.91, 0.58, 2.51], [-0.67, -0.30, -0.10], [1.92, 0.64, -0.39], [-0.15, -0.58, -1.94], [-0.55, 1.78, 0.74], [-0.39, 0.20, -0.81], [-0.26, 2.01, 0.55], [-1.03, 0.14, -0.28], [-1.36, -0.14, -0.85], [0.71, -1.64, -0.71]],
  "fmax_ev_per_a": 4.011,
  "charge": 0,
  "mol_weight_g_mol": 96.13,
  "spin_multiplicity": 1,
  "homo_ha": -0.3027,
  "homo_lumo_gap_ev": 9.1,
  "de_lowest_kcal_mol": 21.6,
  "smiles": "Cc1nc[nH]c1C"
}



[9]
{
  "formula": "C5H8N2",
  "method": "ωB97M-V/def2-TZVPD",
  "elements": ["C", "C", "C", "C", "C", "N", "N", "H", "H", "H", "H", "H", "H", "H", "H"],
  "positions_angstrom": [[0.19925, 1.30052, 0.11743], [-2.26348, -0.49944, 0.19718], [2.23677, -0.62564, 0.02252], [-1.15771, 0.24718, -0.45913], [0.86375, -0.28820, -0.40824], [-0.04042, -0.85099, -1.03341], [-1.02488, 1.48394, -0.69696], [0.97665, 1.90620, -0.34252], [0.12140, 1.49378, 1.18475], [-2.60997, 0.03676, 1.08055], [-3.08773, -0.54193, -0.51721], [-1.97009, -1.51489, 0.44575], [2.89449, 0.24070, -0.04995], [2.63496, -1.42684, -0.60138], [2.22701, -0.96114, 1.06060]],
  "atomic_forces_ev_per_a": [[3.59, -0.17, -1.44], [-0.05, -0.08, 0.19], [0.27, -0.22, -0.46], [-1.40, -2.03, -2.64], [-0.72, 2.89, 2.14], [-1.68, 0.58, 0.54], [0.10, -1.17, 1.31], [0.14, 0.58, 0.39], [-0.15, -0.38, 0.01], [0.00, -0.01, -0.05], [0.00, 0.04, -0.06], [-0.01, -0.01, -0.01], [-0.04, 0.00, 0.03], [0.02, -0.05, 0.06], [-0.06, 0.03, -0.02]],
  "fmax_ev_per_a": 3.872,
  "charge": 0,
  "mol_weight_g_mol": 96.13,
  "spin_multiplicity": 1,
  "homo_ha": -0.3089,
  "homo_lumo_gap_ev": 9.2,
  "de_lowest_kcal_mol": 102.2
}



[10]
{
  "formula": "C5H8N2",
  "method": "ωB97M-V/def2-TZVPD",
  "elements": ["C", "C", "C", "N", "C", "N", "C", "H", "H", "H", "H", "H", "H", "H", "H"],
  "positions_angstrom": [[1.43559, 0.53279, 2.02178], [0.49177, -0.02281, 0.98888], [-0.18807, -1.17764, 1.08664], [-0.63053, -1.26088, -0.25421], [-0.07797, 0.06438, -0.42768], [-1.20662, 0.15910, -2.47833], [-0.33042, 0.78383, -1.52636], [2.48868, 0.55107, 1.71696], [1.18022, 1.52604, 2.40789], [1.37943, -0.15540, 2.87845], [-0.32240, -1.92333, 1.86092], [-1.60992, -1.38386, -0.48303], [-1.95534, 0.76119, -2.79332], [-0.73278, -0.23343, -3.28284], [0.07836, 1.77896, -1.71574]],
  "atomic_forces_ev_per_a": [[0.00, 0.10, -0.07], [-0.10, -0.26, 0.10], [0.09, -0.12, 0.28], [-0.10, -0.19, -0.09], [0.05, 0.18, -0.20], [0.00, 0.09, -0.11], [0.20, -0.10, 0.44], [-0.22, 0.05, -0.16], [-0.04, -0.08, -0.28], [0.01, 0.19, -0.21], [0.00, 0.05, -0.04], [0.03, 0.10, 0.06], [0.18, 0.10, -0.03], [0.03, 0.11, 0.08], [-0.12, -0.22, 0.22]],
  "fmax_ev_per_a": 0.493,
  "charge": 0,
  "mol_weight_g_mol": 96.13,
  "spin_multiplicity": 1,
  "homo_ha": -0.2984,
  "homo_lumo_gap_ev": 9.2,
  "de_lowest_kcal_mol": 63.6
}